{"formula": "C57H52BN5O3P2S4Tl", "method": "wB97M-V/def2-TZVPD", "symbols": ["Tl", "O", "S", "C", "C", "C", "C", "C", "C", "C", "C", "C", "C", "P", "C", "C", "C", "C", "C", "C", "C", "C", "C", "C", "C", "C", "C", "C", "C", "C", "C", "C", "C", "C", "C", "C", "C", "C", "P", "C", "C", "C", "C", "C", "C", "C", "C", "C", "C", "C", "C", "C", "C", "H", "H", "H", "H", "H", "H", "H", "H", "H", "H", "H", "H", "H", "H", "H", "H", "H", "H", "H", "H", "H", "H", "H", "H", "H", "H", "H", "H", "H", "H", "H", "H", "H", "H", "H", "H", "C", "N", "C", "C", "N", "B", "N", "C", "C", "N", "C", "C", "S", "C", "S", "H", "H", "H", "H", "H", "H", "H", "H", "H", "H", "H", "H", "O", "H", "H", "O", "H", "H", "S", "C", "N"], "coordinates": [[-0.041244, 1.693404, -0.703183], [-1.109740, -1.770925, 1.426215], [0.379497, -1.342658, 1.560984], [-0.409116, -2.618982, -3.394305], [0.457435, -3.619704, -3.878049], [-0.005558, -4.773788, -4.521587], [-1.330613, -4.893039, -4.883571], [-2.116761, -5.970638, -5.626486], [-3.498311, -5.274783, -5.916371], [-3.511788, -4.084469, -5.009102], [-4.528292, -3.340505, -4.462001], [-4.239749, -2.328181, -3.496318], [-2.913774, -2.059589, -3.118135], [-2.669932, -0.693348, -1.941508], [-3.908074, -1.119173, -0.667323], [-4.319815, -2.458450, -0.386071], [-5.267161, -2.710209, 0.638097], [-5.763253, -1.638851, 1.397533], [-5.254181, -0.315029, 1.197807], [-4.271012, -0.106957, 0.237391], [-3.481510, 0.619970, -2.952983], [-3.430288, 0.554519, -4.335897], [-4.055284, 1.520291, -5.112656], [-4.622084, 2.686253, -4.519268], [-4.567408, 2.793348, -3.122396], [-4.054245, 1.748618, -2.345009], [-1.789609, -2.763925, -3.664913], [-2.180452, -3.808784, -4.572297], [1.282139, -2.770402, 1.981611], [1.547417, -3.838046, 1.106533], [2.461492, -4.869156, 1.365911], [3.071081, -4.963526, 2.612278], [4.187294, -5.771332, 3.223619], [4.599805, -5.030861, 4.542066], [3.754284, -3.796888, 4.579575], [3.729422, -2.687666, 5.437207], [2.844246, -1.635388, 5.201775], [1.924920, -1.683962, 4.138614], [0.727852, -0.418384, 3.707154], [-0.731754, -0.603772, 4.726999], [-1.961402, -0.731030, 4.039576], [-3.152592, -0.450952, 4.696046], [-3.121768, -0.307083, 6.079605], [-1.926471, -0.522287, 6.796562], [-0.743196, -0.570795, 6.119980], [1.591073, 1.116860, 3.874614], [2.871262, 1.189705, 3.328527], [3.700673, 2.280216, 3.569014], [3.178924, 3.347047, 4.328204], [1.937164, 3.265452, 4.900046], [1.114981, 2.171924, 4.617095], [1.975933, -2.768841, 3.219218], [2.875648, -3.849312, 3.501943], [1.561411, -3.467020, -3.697784], [0.689903, -5.548414, -4.698521], [-2.286826, -6.830809, -4.945761], [-1.537748, -6.328557, -6.522811], [-4.389422, -5.908086, -5.729464], [-3.479160, -4.945158, -6.971141], [-5.564930, -3.503672, -4.841701], [-5.034731, -1.747632, -3.061355], [-3.946796, -3.315531, -0.967140], [-5.616452, -3.751035, 0.774320], [-6.459007, -1.841979, 2.216174], [-5.551871, 0.499846, 1.861473], [-3.785034, 0.872904, 0.248651], [-2.905037, -0.291860, -4.823504], [-4.013007, 1.463034, -6.170352], [-5.097936, 3.446285, -5.145788], [-4.919855, 3.711358, -2.645173], [-3.959554, 1.921255, -1.285528], [0.915629, -3.902721, 0.201577], [2.671932, -5.583530, 0.567761], [5.121069, -5.782778, 2.637996], [3.914135, -6.829341, 3.492603], [5.710722, -4.781681, 4.504897], [4.402274, -5.638013, 5.438211], [4.372125, -2.613762, 6.301405], [2.894041, -0.735875, 5.778876], [-1.981362, -0.996879, 2.945624], [-4.039250, -0.257120, 4.129830], [-4.053170, -0.152292, 6.657166], [-1.999162, -0.589110, 7.908142], [0.223510, -0.548577, 6.649316], [3.226471, 0.470499, 2.600441], [4.675527, 2.425477, 3.100107], [3.746470, 4.247681, 4.505030], [1.571068, 4.044796, 5.569080], [0.085537, 2.126918, 4.961565], [5.900320, 2.777092, -0.673998], [5.049604, 3.364084, -1.659931], [5.501378, 3.920913, -2.847680], [4.374108, 4.144904, -3.585510], [3.219720, 3.813821, -2.890258], [1.787163, 4.307757, -3.221412], [1.386485, 5.502907, -2.318819], [2.275223, 6.505124, -1.890028], [1.706380, 7.232295, -0.921199], [0.393950, 6.743790, -0.790061], [-0.673700, 7.480303, -0.177214], [0.188789, 5.653280, -1.676734], [-1.149362, 4.711792, -1.939838], [3.646957, 3.317699, -1.653724], [2.704683, 2.869850, -0.333816], [6.860023, 2.604385, -1.129072], [5.518756, 1.841697, -0.311727], [6.021915, 3.368755, 0.219833], [6.518147, 4.107580, -3.094012], [4.318266, 4.456029, -4.653542], [1.575855, 4.509155, -4.384326], [0.845469, 3.531433, -3.198162], [3.280764, 6.479648, -2.272238], [2.144108, 7.973684, -0.235524], [-1.457498, 7.630311, -0.916074], [-0.214756, 8.381752, 0.202202], [-1.119499, 6.866532, 0.622595], [-2.581629, 3.127959, 0.606223], [-2.441448, 3.527563, 1.474874], [-2.120808, 3.760645, -0.018979], [4.390450, -0.535835, 0.664797], [4.630239, -1.420899, 0.359830], [4.024065, -0.151074, -0.160366], [2.069192, 0.420236, -2.771411], [0.964333, -0.680984, -2.762112], [0.064737, -1.508743, -2.729172]], "atomic_forces_ev_per_a": [[-0.2, 0.6, -0.3], [3.2, 0.9, 0.0], [-3.7, -0.2, -0.3], [0.3, -1.6, -1.2], [0.7, 1.4, 1.0], [-0.7, 0.1, 0.0], [0.3, 0.7, -0.4], [0.4, -0.2, 0.2], [0.1, -0.4, -0.5], [0.7, 1.0, 1.1], [-0.9, 0.1, -0.7], [1.7, -1.0, -0.8], [-0.4, 0.2, 0.0], [0.0, 0.3, 0.1], [0.1, -1.0, 0.9], [-0.6, 0.8, 0.1], [0.4, 0.5, -0.5], [0.6, 0.6, -0.1], [0.0, -1.7, 0.4], [-0.4, 0.2, 0.2], [-0.3, 0.4, 0.9], [0.0, -0.5, -0.7], [-0.1, 1.5, 1.2], [0.4, -1.4, 0.1], [-0.2, 0.0, -0.5], [0.6, 0.6, -0.7], [-2.1, -0.7, -0.7], [0.2, -0.6, 1.0], [1.4, -1.8, 0.4], [-1.6, 1.3, -0.3], [0.4, -0.9, 0.8], [0.3, 1.9, 0.0], [0.7, -1.2, 0.7], [1.0, 0.0, 0.2], [-0.2, 0.8, 0.8], [0.2, -0.9, -0.4], [-1.1, -0.2, -1.3], [0.9, -0.3, 0.1], [0.4, -1.8, 0.3], [-1.2, -0.2, -0.9], [0.4, 0.5, -1.4], [0.7, 0.2, 0.8], [-0.4, -0.7, 0.6], [-1.5, 0.3, 1.0], [1.9, 0.3, 0.1], [0.3, 0.2, -0.5], [1.2, 0.3, -0.8], [-0.9, 0.9, 0.0], [0.8, -0.5, 0.0], [-1.1, -0.2, 0.2], [-0.7, 0.4, 0.7], [0.6, -0.2, 0.5], [-1.3, 0.7, -1.1], [-1.3, -0.3, -0.2], [0.7, -0.7, -0.4], [0.2, 0.3, -0.4], [-0.9, 0.3, 0.8], [0.7, 0.2, -0.3], [-0.3, -0.1, 0.4], [0.8, 0.2, 0.7], [-0.2, 0.1, 0.0], [-0.2, 0.6, 0.2], [0.2, 0.8, 0.1], [0.1, 0.2, -0.4], [0.0, -0.3, -0.2], [-0.2, -0.4, -0.3], [-0.5, 0.7, 0.3], [0.0, -0.2, -0.8], [0.3, -0.2, 0.3], [0.1, -0.4, 0.0], [-0.2, -0.1, 0.0], [0.7, 0.2, 0.3], [-0.2, 0.1, 0.3], [-0.7, -0.3, -0.4], [0.1, 1.0, -0.6], [-1.4, -0.3, 0.3], [0.2, 0.1, -0.3], [0.3, -0.1, -0.1], [0.0, 0.3, 0.5], [0.0, 0.7, 1.3], [-0.5, -0.4, -0.2], [0.6, 0.0, -0.5], [0.4, 0.2, -1.1], [-0.6, -0.1, -0.1], [0.0, -0.4, 0.2], [-0.4, -0.5, 0.1], [0.3, 0.0, -0.1], [0.1, -0.1, -0.4], [0.2, 0.1, 0.3], [0.3, -0.1, 0.4], [-1.9, 0.1, -0.2], [-2.2, -0.3, -0.3], [0.2, 0.4, -1.4], [1.6, -0.6, 1.8], [-1.7, -0.5, -0.8], [0.0, 0.9, 0.7], [-0.1, -1.5, -0.3], [-0.7, 0.0, 0.3], [0.3, -1.3, -1.4], [-0.3, -1.0, 0.4], [3.1, 1.9, 0.8], [-1.4, -0.5, 0.5], [1.2, 1.0, -1.9], [-0.1, -0.3, 0.6], [0.4, 0.0, -0.1], [-0.4, -0.6, -0.1], [0.0, 0.6, 0.2], [0.5, -0.1, 0.0], [-0.1, -0.1, 1.3], [1.0, 0.7, -0.4], [0.7, -0.6, 1.0], [0.1, 0.2, 0.1], [-0.6, -0.4, -0.7], [0.0, 0.5, 0.0], [-0.5, 0.4, 0.2], [0.1, 0.5, 0.0], [0.7, 0.6, -0.4], [-0.1, -0.1, -0.1], [-0.6, -0.5, 0.4], [-0.4, -0.1, -1.0], [0.1, 0.0, 0.3], [0.1, 0.1, 0.7], [0.4, 0.5, 0.1], [-2.5, -2.9, -0.2], [2.7, 2.5, 0.2]], "gap_ev": 5.17, "largest_force_ha_per_bohr": 0.0740, "total_charge": 1, "total_energy_ha": -5175.36289, "homo_energy_ev": -8.723}



{"formula": "C57H53GeN2O2P2PdS", "method": "wB97M-V/def2-TZVPD", "symbols": ["Pd", "C", "C", "C", "C", "C", "C", "C", "C", "P", "C", "C", "C", "C", "C", "C", "C", "C", "C", "C", "C", "C", "C", "O", "C", "C", "C", "C", "C", "C", "P", "C", "C", "C", "C", "C", "C", "C", "C", "C", "C", "C", "C", "H", "H", "H", "H", "H", "H", "H", "H", "H", "H", "H", "H", "H", "H", "H", "H", "H", "H", "H", "H", "H", "H", "H", "H", "H", "H", "H", "H", "H", "H", "H", "H", "C", "C", "C", "C", "N", "C", "S", "N", "C", "H", "H", "H", "H", "H", "H", "H", "H", "Ge", "C", "C", "C", "C", "C", "C", "C", "C", "C", "C", "C", "C", "H", "H", "H", "H", "H", "H", "H", "H", "H", "H", "H", "O", "H", "H"], "coordinates": [[0.443700, -0.340000, 0.374600], [5.007400, -1.864800, 4.796200], [4.677900, -0.369100, 4.588400], [5.549200, 0.489600, 5.511200], [4.965100, -0.062700, 3.132500], [6.246900, 0.175900, 2.646100], [6.493400, 0.343800, 1.292800], [5.461800, 0.259200, 0.371000], [4.173500, 0.022800, 0.826700], [2.787900, -0.173100, -0.341400], [2.966400, 1.225600, -1.464500], [2.674800, 1.073200, -2.818800], [2.862900, 2.137900, -3.678000], [3.302200, 3.360200, -3.189200], [3.534200, 3.528600, -1.831700], [3.360100, 2.467600, -0.963700], [3.265000, -1.675100, -1.264400], [2.617300, -2.884000, -1.027900], [2.959100, -4.017500, -1.743800], [3.974600, -3.958400, -2.686900], [4.637800, -2.763000, -2.910200], [4.287300, -1.623000, -2.210800], [3.931100, -0.121700, 2.194600], [2.624400, -0.303500, 2.529100], [2.273800, -0.182000, 3.841200], [0.902000, -0.047600, 4.076400], [0.432400, 0.073200, 5.374500], [1.338800, 0.044400, 6.421800], [2.698100, -0.082100, 6.177100], [3.202000, -0.184400, 4.885100], [-0.184300, 0.140000, 2.630300], [-0.638300, 1.893300, 2.846300], [0.316800, 2.822600, 2.435900], [0.084200, 4.172900, 2.614300], [-1.107000, 4.595000, 3.187300], [-2.053700, 3.670500, 3.596700], [-1.822200, 2.313800, 3.438200], [-1.645800, -0.854300, 3.063400], [-2.844200, -0.606600, 2.387800], [-3.941400, -1.424400, 2.594400], [-3.848300, -2.503400, 3.464300], [-2.658300, -2.757700, 4.129200], [-1.554500, -1.947900, 3.922400], [6.055500, -2.051900, 4.581500], [4.404000, -2.481600, 4.132500], [4.807700, -2.154400, 5.823200], [6.601000, 0.291800, 5.336500], [5.360800, 0.258700, 6.553200], [5.355900, 1.546300, 5.344600], [7.077400, 0.229100, 3.330900], [7.498900, 0.533600, 0.949700], [5.660900, 0.386600, -0.681300], [2.327600, 0.119000, -3.192300], [2.678300, 2.011200, -4.733100], [3.465300, 4.184500, -3.866300], [3.863700, 4.483800, -1.453500], [3.544800, 2.589400, 0.095400], [1.828300, -2.937600, -0.273600], [2.427800, -4.941800, -1.576200], [4.248800, -4.839300, -3.243900], [5.426000, -2.712600, -3.644300], [4.800400, -0.698200, -2.425000], [-0.624100, 0.199200, 5.558200], [0.983400, 0.137100, 7.435600], [3.374800, -0.093400, 7.016200], [1.239700, 2.474100, 1.978300], [0.827900, 4.893600, 2.309200], [-1.292100, 5.649300, 3.318700], [-2.976300, 4.001300, 4.048400], [-2.555300, 1.597700, 3.778800], [-2.911900, 0.260100, 1.739700], [-4.877900, -1.213500, 2.098200], [-4.706700, -3.136300, 3.629100], [-2.586100, -3.585100, 4.816600], [-0.628600, -2.154000, 4.440000], [-4.630400, 2.997200, -2.779400], [-3.196700, 2.700900, -2.991200], [-2.573000, 2.653600, -4.217900], [-1.189000, 2.399800, -4.270800], [-0.501400, 2.126400, -3.165400], [-1.097600, 2.171900, -1.996900], [-0.247500, 2.007700, -0.530400], [-2.430800, 2.467200, -1.899000], [-0.444900, 2.450000, -5.546400], [-5.147100, 3.131200, -3.724100], [-4.747100, 3.909500, -2.194000], [-5.109700, 2.186900, -2.230800], [-3.130300, 2.834900, -5.120500], [-2.834300, 2.558900, -0.970900], [-1.092000, 2.726300, -6.372700], [0.012900, 1.483200, -5.749400], [0.364700, 3.174800, -5.463300], [-0.562300, -2.528400, 0.618200], [0.128700, -3.764100, 2.037900], [-0.575500, -4.882600, 2.470300], [0.024700, -5.776500, 3.339700], [1.318800, -5.555800, 3.785700], [2.016000, -4.431500, 3.371600], [1.416100, -3.526400, 2.514000], [-1.261500, -3.550600, -0.955100], [-0.724700, -3.228500, -2.199800], [-1.001600, -4.016400, -3.303300], [-1.842100, -5.112000, -3.173500], [-2.412300, -5.409800, -1.945200], [-2.131200, -4.629500, -0.836700], [0.490300, -0.681200, -1.083400], [-1.591500, -5.045600, 2.141000], [-0.519400, -6.649000, 3.664700], [1.782000, -6.253700, 4.465700], [3.026700, -4.269200, 3.716900], [1.951900, -2.634700, 2.191200], [-0.067300, -2.363600, -2.297100], [-0.561400, -3.776700, -4.259800], [-2.062400, -5.725500, -4.033000], [-3.075700, -6.254200, -1.844600], [-2.596400, -4.853100, 0.112800], [-2.220100, -0.563300, -0.701000], [-3.138400, -0.553200, -0.414800], [-2.212300, -0.907800, -1.600800]], "atomic_forces_ev_per_a": [[0.0, 1.7, -0.6], [0.0, 0.2, 0.0], [0.2, -0.3, 0.2], [-0.2, -0.1, -0.2], [-0.5, 0.0, -0.3], [-0.2, 0.0, -0.1], [-0.1, -0.1, -0.2], [0.1, 0.1, -0.1], [-1.2, 0.0, 1.2], [0.5, -0.8, -1.3], [-0.4, -0.3, 0.3], [0.0, -0.1, 0.0], [0.0, -0.1, 0.0], [0.0, 0.0, 0.0], [0.0, 0.0, 0.1], [0.1, 0.0, 0.1], [-0.7, 0.1, 0.1], [-0.2, 0.1, 0.1], [0.0, -0.1, 0.0], [-0.1, 0.0, 0.1], [0.1, 0.0, 0.0], [0.0, 0.2, 0.0], [0.9, 0.3, -0.3], [0.3, -0.2, -0.2], [-0.6, 0.1, 1.2], [0.7, -0.3, -0.8], [0.2, 0.0, 0.1], [-0.1, 0.0, 0.0], [-0.1, 0.0, -0.2], [-0.2, 0.1, -0.6], [-0.6, 0.7, 1.5], [0.0, -0.3, -0.3], [-0.1, -0.2, 0.1], [0.1, 0.0, 0.0], [0.0, 0.0, 0.0], [-0.1, 0.0, 0.0], [0.1, 0.0, -0.1], [0.1, -0.1, -0.2], [0.1, 0.0, -0.1], [-0.1, -0.1, 0.0], [0.0, 0.0, 0.0], [-0.1, 0.0, 0.0], [0.0, 0.2, 0.1], [0.1, -0.1, 0.0], [0.0, -0.1, -0.1], [0.0, -0.1, 0.2], [0.1, 0.0, 0.0], [0.0, 0.0, 0.1], [0.0, 0.1, 0.0], [0.1, 0.0, 0.1], [0.1, 0.0, 0.0], [0.1, 0.0, -0.1], [0.0, 0.0, -0.1], [0.0, 0.0, -0.1], [0.0, 0.1, -0.1], [0.0, 0.1, 0.0], [0.1, 0.1, 0.0], [0.3, 0.0, -0.2], [0.0, -0.1, 0.1], [0.0, -0.1, -0.1], [0.1, 0.0, -0.1], [0.0, 0.1, 0.0], [-0.1, 0.0, 0.1], [0.0, 0.0, 0.1], [0.1, 0.0, 0.1], [0.0, 0.1, 0.0], [0.0, 0.1, 0.0], [0.0, 0.1, 0.0], [-0.1, 0.1, 0.1], [-0.1, 0.0, 0.0], [0.0, 0.0, 0.0], [-0.1, 0.0, 0.0], [-0.1, 0.0, 0.0], [0.0, -0.1, 0.1], [0.0, -0.1, 0.0], [-0.2, 0.1, 0.1], [0.3, 0.0, -0.3], [0.2, 0.0, 0.2], [-0.8, 0.1, 0.2], [0.3, -0.1, -0.2], [-0.1, -0.3, 0.0], [0.3, 0.1, 1.5], [0.1, 0.0, -0.3], [0.1, 0.0, -0.2], [0.0, 0.0, 0.0], [0.0, 0.1, 0.0], [-0.1, 0.0, 0.0], [-0.1, 0.1, -0.1], [0.2, -0.1, -0.1], [0.0, 0.0, -0.1], [0.0, -0.1, 0.0], [0.0, 0.0, 0.0], [1.4, -1.9, 0.0], [-0.5, 0.8, -0.6], [-0.2, 0.0, -0.1], [-0.2, 0.0, 0.0], [0.0, 0.1, 0.0], [0.1, 0.0, 0.0], [0.0, 0.5, -0.3], [0.1, 0.8, 0.7], [0.2, 0.5, 0.1], [0.0, 0.0, 0.0], [0.0, 0.1, 0.0], [0.0, 0.0, 0.1], [0.0, 0.0, 0.3], [0.4, -0.4, -0.9], [0.0, -0.1, 0.0], [-0.1, -0.1, 0.1], [0.0, -0.1, 0.0], [0.0, 0.0, 0.0], [0.0, -0.1, 0.1], [0.0, -0.2, -0.1], [0.0, 0.0, -0.1], [0.0, -0.1, -0.1], [-0.1, -0.1, 0.0], [0.0, -0.1, 0.0], [0.2, 0.1, 0.2], [-0.2, -0.1, 0.0], [-0.1, -0.2, -0.1]], "gap_ev": [4.39, 4.39], "largest_force_ha_per_bohr": 0.0453, "total_charge": 3, "total_energy_ha": -5748.68333, "homo_energy_ev": [-15.023, -15.022]}